Entry 1:
2 unconnected molecules or ions with the total composition C2H2ClN3O at a distorted geometry, computed with ωB97M-V/def2-TZVPD.

The geometry in XYZ format:
```
9
Properties=species:S:1:pos:R:3:forces:R:3
N -1.4147 2.5722 0.2166 -0.370 0.038 0.729
C -0.4732 1.7937 0.3029 1.169 0.869 -1.685
N 0.3675 0.9886 -0.0043 0.745 -1.786 0.207
Cl 1.9764 0.7670 -0.5480 -1.542 0.913 0.706
H -1.7805 3.0245 1.0423 0.002 -0.034 0.056
N 0.2127 -2.2199 -1.0264 3.782 -1.822 0.992
C 0.6276 -2.4439 0.0900 -0.099 0.794 -0.110
O 1.1318 -2.5874 1.1256 0.081 -0.395 -0.012
H -0.6475 -1.8950 -1.1988 -3.770 1.422 -0.883
```
Forces are in eV/Å.

## Properties
- max |F| (eV/Å) = 4.31
- orbital gap (eV) = 9.8
- structure (SMILES) = N=C=NCl.N=C=O
- energy relative to the best compared isomer or geometry (same formula, charge and spin) (kcal per mole) = 36.6
- total charge = 0

***

Entry 2:
A molecular structure, C16H45Li2O11 at a distorted geometry, computed with ωB97M-V/def2-TZVPD.

The geometry in XYZ format:
```
74
Properties=species:S:1:pos:R:3:forces:R:3
Li 3.8590 0.1137 -1.7835 -0.739 -0.801 0.580
Li 3.2216 -2.7863 0.0542 -0.179 0.932 -0.693
C 1.9374 -0.0327 1.2594 -0.482 0.393 0.073
C 1.3990 -0.8101 0.0544 0.449 1.292 -0.043
O 2.4301 -1.1326 -0.8435 0.929 -1.157 0.048
H 2.7616 -0.5514 1.7489 0.129 -0.031 -0.099
H 1.1852 0.1594 2.0245 -0.318 -0.291 0.096
H 2.2529 0.9740 0.9856 0.387 -0.060 -0.305
H 0.7042 -0.1882 -0.5101 -0.536 0.245 0.250
H 0.8046 -1.6346 0.4482 0.028 -0.682 -0.170
C -1.2524 2.3696 0.9906 -0.012 -0.702 -0.351
C -1.1799 2.1826 2.5115 -0.463 1.384 -0.302
C -0.0991 3.0644 3.0910 -0.378 -0.424 -0.083
O -2.3967 2.6873 3.0724 -0.247 -0.314 -0.137
H -1.9321 1.6634 0.5137 -0.355 -0.119 0.151
H -0.3279 2.2042 0.4375 0.363 0.030 0.361
H -1.6039 3.3682 0.7309 0.030 0.128 0.278
H -1.0738 1.1525 2.8517 0.278 -0.245 -0.367
H -0.1001 2.9362 4.1734 0.601 -0.180 -0.034
H -0.3628 4.1095 2.9290 0.140 -0.004 -0.333
H 0.8004 2.7749 2.5477 0.470 0.332 0.625
H -3.0871 2.3569 2.4929 -0.418 0.047 0.177
C -2.3303 -2.5733 1.7275 -0.732 0.243 -0.629
C -2.2117 -3.2633 3.0458 -0.634 -0.842 1.285
C -3.3485 -3.1708 4.0655 -0.035 2.686 0.356
O -2.2349 -4.6425 2.8453 0.995 -2.158 -1.053
H -3.2997 -2.8446 1.3094 -0.377 0.450 0.036
H -1.6670 -2.9719 0.9599 0.549 -0.023 0.405
H -2.2048 -1.4927 1.7948 -0.135 0.046 -0.055
H -1.2590 -3.0417 3.5268 0.082 0.247 0.106
H -3.0736 -3.6335 5.0133 0.013 -0.265 -0.246
H -4.3009 -3.5436 3.6885 0.115 -0.390 -0.224
H -3.5836 -2.1347 4.3092 0.008 0.276 0.168
H -3.1073 -4.9557 3.0953 0.180 -0.228 -0.181
C 4.4856 2.2896 2.7286 -0.481 -0.274 0.129
C 3.6986 3.3330 3.5574 0.661 -0.019 0.170
O 4.5497 4.1900 4.2802 0.607 0.619 0.293
O 5.0735 2.8744 1.5901 -0.403 1.067 -0.699
H 3.7689 1.5013 2.4984 -0.133 -0.054 -0.384
H 5.3296 1.7819 3.1956 -0.338 0.214 1.200
H 3.0434 2.8963 4.3112 0.028 -0.693 -0.202
H 3.0567 3.9916 2.9724 -0.112 -0.573 -0.732
H 4.5034 5.0529 3.8620 0.292 -0.003 0.119
H 5.2521 2.2383 0.8936 -0.059 -0.246 0.186
C 1.1497 -4.3253 -4.5518 0.611 -0.244 -0.430
C 1.6185 -2.9338 -4.0682 -0.444 0.373 0.002
O 0.8873 -2.4129 -2.9626 -0.856 -0.920 0.064
O 1.3395 -5.3845 -3.6179 -0.086 0.629 0.947
H 1.7484 -4.6207 -5.4134 0.262 0.622 -0.370
H 0.1318 -4.2920 -4.9402 -0.331 0.196 0.436
H 1.4040 -2.1885 -4.8341 0.059 -0.446 -0.744
H 2.6961 -2.8607 -3.9218 0.071 -0.434 0.356
H 1.3953 -2.0537 -2.2315 1.110 0.159 0.338
H 1.2728 -6.2439 -4.0406 -0.074 0.195 -0.237
C -1.3476 3.0166 -2.6686 1.558 -0.330 0.463
C 0.2333 2.9960 -2.3774 -2.071 0.118 0.561
O 1.0043 3.2358 -3.5019 0.629 -0.238 -0.979
O -1.8712 4.3070 -2.9250 0.479 0.072 -0.593
H -1.9758 2.6270 -1.8676 0.545 -0.558 0.374
H -1.4318 2.3294 -3.5105 -0.445 0.457 -0.352
H 0.4891 1.9939 -2.0333 -0.053 -0.127 -0.006
H 0.5042 3.6942 -1.5854 -0.164 0.192 0.314
H 0.9524 4.1408 -3.8180 -0.324 0.097 0.215
H -1.8008 4.7701 -2.0871 -0.116 0.252 -0.005
C -2.1181 -0.7146 -2.3608 -1.699 0.009 -0.424
C -3.2789 -1.6932 -2.7138 0.557 0.144 0.536
O -4.1651 -1.1715 -3.6971 0.084 0.519 0.414
O -1.2045 -0.7249 -3.3687 1.547 0.328 -1.388
H -1.6359 -0.9316 -1.4077 -0.326 -0.353 0.356
H -2.4485 0.3239 -2.3378 -0.788 -0.019 0.462
H -3.7641 -1.9445 -1.7706 -0.611 -0.013 0.053
H -2.8632 -2.6147 -3.1214 0.439 -0.055 0.250
H -4.5199 -1.8917 -4.2234 0.096 -0.005 0.095
H -0.4819 -1.2939 -3.0933 0.571 -0.471 -0.471
```
Forces are in eV/Å.

## Properties
- expectation value of S² = 0.750
- 2S+1 = 2
- max |F| (eV/Å) = 2.71
- orbital gap (alpha / beta) (eV) = 3.4 / 9.2
- total charge = 0